(1)
C18H37AlBeCl4F5KN2NaO12 as an isolated structure, computed with ωB97M-V with the def2-TZVPD basis set.

Geometry as XYZ:
```
82
Properties=species:S:1:pos:R:3:forces:R:3:lowdin_charge:R:1
C 0.28551 0.11359 1.39097 1.59 -0.55 -0.62 -0.15
C 1.48888 0.45206 0.52951 -1.04 0.43 0.04 -0.14
O 1.96396 -0.77162 -0.08350 1.24 1.80 -0.41 -0.09
C 2.91119 -0.56691 -1.08756 1.96 0.60 -0.69 -0.39
O 2.82625 0.33576 -1.88776 -0.69 0.18 0.45 -0.03
C 4.14953 -1.53287 -1.22642 -1.62 -0.27 0.92 -0.06
C 4.05573 -2.36121 -2.52970 0.46 0.61 0.34 -0.19
C 5.23135 -2.11414 -3.46133 -0.30 -0.03 0.57 -0.12
C 4.81065 -2.39095 -4.88247 -0.60 -0.36 0.35 -0.39
C 4.86008 -3.93148 -5.26504 5.28 2.14 1.48 -0.09
N 5.46521 -4.74248 -4.32063 -3.36 -1.34 -1.74 0.22
O 5.62334 -1.66986 -5.72195 0.23 -0.72 -0.25 -0.08
C 5.09148 -1.46966 -7.02686 0.40 0.75 -0.62 -0.04
H -0.27986 -0.66954 0.90712 -0.48 -0.09 -0.10 0.11
H -0.34650 0.99164 1.56677 2.56 -1.62 -3.62 -0.08
H 0.68621 -0.29617 2.34185 -0.53 0.21 -0.28 0.10
H 1.20503 1.17042 -0.22273 0.05 0.03 -0.48 0.13
H 2.26899 0.88572 1.13424 0.50 -0.03 0.05 0.15
H 4.20480 -2.21859 -0.37350 0.40 0.28 -0.07 0.09
H 5.04930 -0.94296 -1.19158 0.10 0.56 -0.01 0.15
H 3.16968 -2.06515 -3.08269 -0.54 -0.09 -0.12 0.08
H 4.01815 -3.39944 -2.23724 -0.31 -0.27 -0.14 0.06
H 6.09007 -2.67101 -3.11467 0.34 -0.26 -0.17 0.14
H 5.51174 -1.06952 -3.41600 0.00 0.38 -0.19 0.12
H 3.77842 -2.07547 -5.01130 -0.08 0.21 0.10 0.07
H 5.35053 -4.05684 -6.21993 -0.38 -0.11 -0.60 0.14
H 3.68615 -4.25499 -5.45406 -3.08 1.83 -1.88 0.22
H 4.76640 -4.94568 -3.59137 0.69 0.19 1.44 0.09
H 5.61460 -5.65129 -4.75844 0.96 -0.22 0.19 0.13
H 4.24620 -2.10720 -7.22568 -0.26 -0.18 -0.06 0.08
H 4.81177 -0.42716 -7.14933 -0.20 0.11 0.15 0.10
H 5.88680 -1.64863 -7.73364 0.23 -0.23 -0.22 0.09
F 2.94676 -3.42321 -6.27726 0.43 -2.42 1.14 -0.23
K -1.10734 1.29122 3.00434 -3.74 2.14 5.28 1.08
C -2.21742 -2.00780 7.54526 0.01 0.03 -0.13 -0.09
C -2.72911 -0.61878 7.21247 -0.24 -0.23 0.00 -0.31
O -3.38455 -0.58400 5.93816 0.46 0.07 -0.10 -0.10
H -1.52045 -2.35356 6.77994 0.05 0.01 0.02 0.07
H -1.70997 -2.01741 8.50948 -0.01 -0.01 0.02 0.08
H -3.04061 -2.72359 7.58239 -0.02 0.01 0.08 0.08
H -1.90560 0.09183 7.15957 -0.04 0.08 -0.03 0.11
H -3.42585 -0.27448 7.97982 0.09 0.08 0.06 0.12
H -4.12438 -1.19532 5.97783 -0.14 0.02 -0.04 0.08
O 4.23079 -4.29855 -0.22494 -0.39 0.31 0.17 -0.40
Cl 3.97834 -5.66405 -0.72394 0.13 0.11 0.43 0.69
O 5.18028 -6.41068 -0.66360 0.04 -0.03 -0.14 -0.28
O 3.54912 -5.49240 -2.11271 -0.13 -0.08 -0.45 -0.40
O 2.93064 -6.24326 0.04767 -0.09 0.07 -0.23 -0.29
C 7.69858 -5.95217 -7.98451 0.20 -0.12 -0.10 -1.58
Cl 7.08313 -4.75276 -9.11939 -0.12 0.09 0.01 0.53
Cl 6.51984 -7.24253 -7.72192 -0.13 0.08 0.13 0.52
Cl 9.22456 -6.61794 -8.53938 0.01 0.03 0.02 0.56
H 7.87215 -5.45448 -7.04058 0.04 0.00 0.05 0.00
C -7.10980 2.28725 0.32263 -0.08 0.14 -0.30 -0.11
C -5.73529 1.81349 -0.11610 -0.09 0.08 -0.09 -0.12
O -4.91134 2.20172 0.99490 -0.07 -0.22 -0.10 0.03
C -5.72184 2.29956 2.09047 -0.26 0.24 -0.25 -0.59
O -5.32377 2.44421 3.19612 0.55 -0.33 0.41 0.15
O -7.00940 2.20723 1.74764 -0.01 -0.16 -0.13 0.08
H -7.91418 1.65341 -0.03892 -0.04 -0.10 0.19 0.13
H -7.31355 3.32175 0.04578 0.10 0.06 0.12 0.12
H -5.68508 0.72832 -0.23372 -0.01 -0.01 0.06 0.12
H -5.38988 2.28837 -1.03009 0.10 0.12 0.08 0.13
Be 2.94651 0.33636 -4.01946 -0.01 0.09 0.00 0.66
C -7.74227 5.94552 2.48040 -0.04 -0.03 0.06 -0.34
O -7.24558 5.30689 1.55872 -0.01 -0.11 -0.11 -0.01
N -7.17054 6.13221 3.67138 -0.10 0.03 -0.03 -0.18
C -7.81092 6.88420 4.73042 0.19 -0.01 -0.01 -0.05
C -5.85540 5.55484 3.90434 0.05 0.07 -0.13 -0.02
H -8.73332 6.42016 2.39476 0.00 0.01 -0.04 0.13
H -7.18802 7.73516 5.00892 -0.04 0.01 0.06 0.10
H -7.94882 6.24854 5.60673 -0.03 0.05 0.03 0.09
H -8.78177 7.24674 4.39871 -0.02 -0.01 -0.04 0.08
H -5.14793 5.96697 3.18362 0.09 -0.01 0.09 0.10
H -5.90783 4.48322 3.76138 0.05 -0.10 0.04 0.06
H -5.50630 5.77100 4.90911 -0.05 0.14 0.01 0.08
F -2.04304 5.83722 3.96355 0.12 -0.43 -0.13 -0.22
Al -2.50180 7.09484 5.01070 -0.08 0.23 0.08 -0.21
F -1.16564 7.59861 5.88959 0.23 -0.07 0.09 -0.18
F -3.70701 6.53909 6.05564 -0.06 -0.18 0.05 -0.18
F -3.11013 8.35494 4.08745 -0.12 0.10 -0.18 -0.18
Na 2.20343 -2.65627 -0.49843 -0.30 -3.77 0.14 0.63
```
Positions in Å, forces in eV/Å.

Output
E_HOMO: -9.5 eV
Lowest unoccupied orbital energy: -0.306 hartree
Orbital gap: 1.183 eV
Net charge: +1

(2)
C18H37BF4LaN3O6P as an isolated structure, computed with ωB97M-V with the def2-TZVPD basis set.

Geometry as XYZ:
```
71
Properties=species:S:1:pos:R:3:forces:R:3:lowdin_charge:R:1
La 0.61254 -0.00970 -0.34538 -0.29 0.54 0.40 2.31
C 0.12854 2.27644 -2.87666 0.14 0.05 -0.02 -0.13
C -1.24287 2.44677 -2.27491 -0.02 -0.03 -0.01 -0.13
O -1.45220 1.31800 -1.39655 0.01 0.08 0.04 -0.29
C -2.69026 1.38405 -0.65512 0.01 0.01 -0.07 -0.13
C -2.37129 1.43789 0.81532 -0.04 -0.06 0.05 -0.13
O -1.52585 0.30353 1.08178 0.06 -0.08 -0.09 -0.30
C -1.51396 -0.18584 2.43666 -0.07 0.02 -0.06 -0.13
C -1.13608 -1.64417 2.35096 0.01 -0.05 0.00 -0.13
O 0.05943 -1.80761 1.56234 0.04 0.10 -0.01 -0.27
C 1.24077 -2.19112 2.30674 -0.05 0.00 0.06 -0.13
C 1.92426 -0.96798 2.86623 0.06 -0.04 -0.03 -0.13
O 2.11408 -0.07667 1.75713 -0.15 0.07 -0.07 -0.29
C 2.87149 1.12065 2.03474 0.00 -0.11 0.11 -0.12
C 1.91752 2.28412 2.09047 -0.12 0.05 -0.06 -0.11
O 1.12480 2.28043 0.87190 0.17 -0.03 -0.04 -0.27
C 1.16142 3.48833 0.07546 0.03 0.01 0.03 -0.12
C 1.77336 3.16050 -1.26476 -0.03 0.03 -0.14 -0.11
O 1.09136 2.02986 -1.84290 -0.01 -0.08 0.09 -0.29
H 0.41967 3.14891 -3.46278 -0.06 0.01 0.00 0.15
H 0.16782 1.40709 -3.53572 -0.03 -0.01 0.02 0.14
H -2.00872 2.45957 -3.05342 0.02 -0.02 -0.01 0.15
H -1.32347 3.36959 -1.69571 0.02 0.00 0.00 0.14
H -3.27282 0.49345 -0.89537 0.02 -0.02 0.04 0.14
H -3.26614 2.25889 -0.95778 0.01 0.01 0.02 0.15
H -3.28757 1.36049 1.40369 0.00 0.03 -0.01 0.15
H -1.84426 2.35578 1.08989 -0.02 0.00 -0.01 0.14
H -2.50918 -0.08123 2.87282 0.02 -0.02 0.03 0.15
H -0.80660 0.40137 3.02785 0.00 -0.01 0.01 0.13
H -1.92575 -2.20857 1.85339 0.00 0.04 -0.01 0.14
H -0.99566 -2.06534 3.34719 0.00 0.03 0.00 0.15
H 1.88771 -2.70721 1.60021 0.02 0.04 0.00 0.13
H 0.96627 -2.87993 3.10601 0.03 -0.03 -0.03 0.15
H 2.89235 -1.24230 3.29103 -0.01 -0.02 -0.02 0.16
H 1.33084 -0.47727 3.64372 -0.01 -0.01 -0.01 0.14
H 3.59657 1.22561 1.22839 0.00 0.03 0.01 0.14
H 3.40616 1.00843 2.97881 0.03 0.04 -0.02 0.15
H 2.46134 3.22379 2.18006 0.03 -0.02 0.00 0.15
H 1.22678 2.20997 2.93245 0.02 -0.04 0.00 0.14
H 1.74837 4.25723 0.57739 -0.01 0.00 0.00 0.15
H 0.13819 3.85414 -0.01717 0.01 -0.01 -0.02 0.13
H 2.81865 2.86663 -1.16455 -0.02 -0.01 0.03 0.15
H 1.72066 4.01331 -1.94362 0.00 0.01 0.04 0.15
C -2.50266 -4.96899 -2.86751 0.09 -0.03 -0.02 -0.09
N -0.96000 -4.93458 -2.96481 -0.02 0.05 -0.01 -0.06
C -0.58658 -4.54681 -4.41675 -0.03 -0.08 0.09 -0.08
N -1.20095 -3.32053 -4.77060 0.03 0.06 0.00 -0.14
C -2.65449 -3.40946 -4.64688 -0.01 -0.02 -0.02 -0.13
N -3.05756 -3.72817 -3.27612 0.02 0.03 0.07 -0.14
C -2.78621 -2.63538 -2.33962 -0.14 -0.16 -0.11 -0.30
P -0.98240 -2.24661 -2.25108 0.16 0.13 0.29 1.00
C -0.36835 -3.97473 -1.96942 -0.04 -0.20 -0.16 -0.24
C -0.64068 -2.16976 -4.06687 0.00 0.01 -0.16 -0.29
H -2.74948 -5.20995 -1.83407 -0.02 -0.01 -0.01 0.15
H -2.82200 -5.77510 -3.52777 -0.02 0.00 0.02 0.16
H -0.59981 -5.87308 -2.77888 0.00 0.00 0.01 0.19
H -0.95056 -5.36251 -5.04145 0.03 0.01 -0.01 0.16
H 0.50055 -4.49265 -4.46011 -0.01 0.00 -0.03 0.15
H -3.01701 -4.19373 -5.31196 -0.02 0.02 0.00 0.15
H -3.10505 -2.46536 -4.94731 0.00 -0.01 -0.01 0.15
H -3.16430 -2.89781 -1.34866 0.00 -0.01 -0.01 0.10
H -3.33459 -1.74916 -2.66627 0.02 0.00 0.00 0.10
H -0.63119 -4.32663 -0.97068 0.00 0.05 0.01 0.11
H 0.71795 -4.01232 -2.06851 -0.01 0.05 0.02 0.11
H 0.43685 -2.11143 -4.23287 -0.02 -0.01 0.01 0.10
H -1.07762 -1.25746 -4.47879 0.00 0.00 0.02 0.11
F 1.79710 -0.65918 -2.59550 -0.08 -0.02 0.00 0.02
B 2.83783 -1.09308 -1.70325 0.18 0.01 -0.01 -1.22
F 3.86408 -1.70442 -2.25285 0.03 -0.06 -0.05 0.29
F 3.11985 0.06190 -0.90331 -0.11 -0.10 -0.13 0.06
F 2.06074 -1.93985 -0.76707 0.15 -0.24 -0.06 -0.05
```
Positions in Å, forces in eV/Å.

Output
E_HOMO: -17.2 eV
Lowest unoccupied orbital energy: -0.271 hartree
Orbital gap: 9.834 eV
Energy above the lowest of the compared OMol25 structures with the same formula, charge and spin: 0.0 kJ/mol
Net charge: +3

(3)
A 4-piece molecular cluster, C18H37IN3O6S3 overall, computed with ωB97M-V with the def2-TZVPD basis set.

Geometry as XYZ:
```
68
Properties=species:S:1:pos:R:3:forces:R:3:lowdin_charge:R:1
N -3.46699 -1.48799 4.67783 -0.63 -1.15 -0.63 0.17
C -2.48650 -0.94912 3.92386 1.84 1.84 -0.27 -0.25
N -2.01584 0.35618 4.33758 0.39 -2.07 -2.55 0.07
C -0.83562 0.53541 3.42080 -1.50 0.25 -1.69 -0.12
C -1.38004 -0.17133 2.09735 3.61 0.96 1.42 -0.26
C -0.10520 -0.21235 1.19172 -0.60 -0.33 -1.60 -0.17
C -0.31688 -0.91272 -0.21360 0.47 0.65 -0.30 -0.30
C -0.03984 0.05770 -1.43593 -0.64 -0.97 0.41 -0.59
I 2.12106 0.35581 -1.72495 -0.99 -0.13 0.14 0.72
N -1.86067 -1.43173 2.75334 -3.34 1.88 2.09 0.18
H -4.41395 -1.13072 4.57974 0.35 0.14 0.31 0.14
H -3.30441 -2.18276 5.40077 0.07 0.07 -0.48 0.14
H -2.69866 0.98350 3.86887 -0.39 0.18 1.23 0.16
H -0.73506 1.59859 3.10809 0.53 -0.67 0.96 0.15
H 0.05503 -0.00285 3.81222 -0.57 0.73 -0.25 0.14
H -2.22348 0.44879 1.70461 0.53 -0.78 -0.08 0.17
H 0.16031 0.85943 0.97065 -0.28 -0.91 0.42 0.12
H 0.79058 -0.66821 1.67110 -0.91 0.32 0.11 0.13
H -1.36303 -1.30484 -0.31156 0.78 0.31 0.03 0.11
H 0.39493 -1.76348 -0.32112 -0.71 0.44 0.16 0.09
H -0.47912 1.06753 -1.27422 0.34 -0.77 -0.25 0.05
H -0.47037 -0.44212 -2.34543 0.73 0.88 0.59 0.02
H -2.64694 -1.87376 2.26226 0.77 -0.94 -0.07 0.17
C -0.68470 -4.30833 -5.45819 0.14 0.04 0.05 -0.21
C -0.87209 -4.74536 -4.00229 0.01 -0.18 -0.04 -0.21
C -1.21917 -3.49445 -3.18935 0.25 -0.34 0.34 -0.23
S -2.02981 -2.36928 -4.32511 -0.37 -0.35 -0.34 0.66
O -1.19300 -1.20467 -4.49459 -0.18 0.13 0.26 -0.33
O -3.42755 -2.26491 -3.97631 0.29 0.35 0.12 -0.33
C -1.86678 -3.39872 -5.77333 0.17 -0.27 -0.30 -0.23
H -0.64549 -5.16177 -6.13510 0.00 0.06 0.02 0.12
H 0.25205 -3.75325 -5.55959 -0.05 -0.02 -0.05 0.12
H -1.69379 -5.46402 -3.94074 0.03 0.05 0.00 0.12
H 0.01999 -5.23457 -3.60950 -0.05 0.03 0.00 0.12
H -1.89469 -3.72236 -2.36587 -0.03 0.18 -0.05 0.10
H -0.32258 -3.00230 -2.80990 -0.05 0.07 -0.09 0.09
H -1.70919 -2.77713 -6.65296 -0.09 0.12 0.12 0.11
H -2.78852 -3.97270 -5.87827 -0.01 0.10 0.05 0.11
C 5.31692 1.67343 -5.80146 -0.11 0.02 0.05 -0.22
C 5.81565 1.41457 -4.37669 0.05 0.13 0.02 -0.22
C 5.83022 -0.10236 -4.16477 -0.06 0.30 0.50 -0.23
S 6.07889 -0.83195 -5.78223 0.28 -0.02 -0.17 0.66
O 4.89174 -1.57197 -6.13996 0.24 -0.07 0.06 -0.32
O 7.39581 -1.41952 -5.84338 -0.38 -0.16 -0.03 -0.32
C 6.08552 0.70439 -6.69197 -0.11 0.42 -0.14 -0.23
H 5.47695 2.70850 -6.10483 -0.02 -0.05 0.00 0.12
H 4.24473 1.46561 -5.86077 0.05 0.01 -0.04 0.12
H 6.82871 1.81124 -4.26768 -0.05 -0.03 -0.02 0.12
H 5.18895 1.91002 -3.63336 0.04 -0.03 -0.02 0.11
H 6.63872 -0.40886 -3.50303 -0.05 -0.17 -0.12 0.10
H 4.87632 -0.46117 -3.77720 0.03 -0.09 -0.13 0.08
H 5.62528 0.55819 -7.66744 0.06 -0.17 0.04 0.11
H 7.12422 1.01645 -6.80935 -0.02 -0.10 0.01 0.11
C -1.45832 3.42822 7.51650 0.03 0.17 0.03 -0.21
C -2.57439 4.12140 8.30418 0.03 -0.08 0.10 -0.21
C -3.60794 4.62454 7.28921 0.00 0.27 0.44 -0.21
S -3.50099 3.52317 5.88143 -0.09 0.11 0.41 0.65
O -3.01633 4.26752 4.74198 -0.19 -0.34 -0.14 -0.32
O -4.69573 2.71052 5.81274 0.17 0.02 -0.46 -0.34
C -2.16371 2.52727 6.51034 0.43 -0.05 0.34 -0.26
H -0.79423 2.85921 8.16773 -0.03 0.02 -0.05 0.12
H -0.85757 4.17640 6.99190 0.00 -0.07 0.00 0.12
H -3.04329 3.40222 8.98122 0.02 0.04 -0.04 0.12
H -2.19015 4.94017 8.91278 -0.06 -0.03 -0.04 0.12
H -4.61867 4.59417 7.69262 -0.02 0.00 -0.21 0.11
H -3.37585 5.63249 6.94587 -0.03 -0.09 -0.12 0.11
H -1.52462 2.21437 5.69131 -0.08 0.08 0.02 0.07
H -2.60083 1.65662 7.00144 -0.02 0.02 -0.08 0.11
```
Positions in Å, forces in eV/Å.

Output
E_HOMO: -11.6 eV
Lowest unoccupied orbital energy: -0.190 hartree
Orbital gap: 6.443 eV
Net charge: +1